Molecular formula: C3H2F8N2S
Method: DFT, ωB97M-V with the def2-TZVPD basis set

Its HOMO energy is -11.45 eV. As for the gap between HOMO and LUMO: 11.30 eV. For the energy relative to the best compared isomer or geometry (same formula, charge and spin), the calculation gives 0.0 kJ/mol.

Cartesian coordinates (Å):
S -0.25 1.11 2.73
F -2.70 -0.89 -2.23
F -0.27 -1.07 -3.91
F -0.35 1.00 -3.00
F -0.91 2.54 3.18
F -2.13 0.65 -0.84
F 1.42 -0.12 -3.03
F -2.26 -1.28 -0.14
F 1.15 1.73 3.41
N 0.58 -1.24 -0.80
N -0.03 1.09 1.25
C 0.08 -0.30 -2.88
C -1.90 -0.57 -1.22
C -0.31 -0.83 -1.56
H 0.67 1.54 0.75
H 0.35 -1.56 0.15